Record 1
Formula: C3H8N2OS
Source: the Open Molecules 2025 dataset
Level of theory: ωB97M-V with the def2-TZVPD basis set

Each line ends with the Mulliken charge.
Positions of all 15 atoms, in Å:
S 0.10 1.57 -1.50  -0.2279
O -0.09 -2.22 -0.49  -0.5612
N 0.16 0.02 2.11  -0.4280
N -0.97 0.71 1.93  -0.4029
C 0.56 -0.22 -1.37  -0.7151
C 0.65 -0.65 1.16  -0.2507
C -0.08 -0.83 -0.10  0.4413
H -1.32 1.11 -0.70  0.2172
H 1.55 -1.18 1.34  0.4786
H -1.13 1.53 2.78  0.2677
H 0.35 -0.74 -2.40  0.3186
H -1.15 -0.33 -0.09  -0.2028
H 1.64 -0.23 -1.31  0.3796
H -0.12 -2.69 0.46  0.4000
H -1.82 0.15 1.55  0.2857

LUMO (eV): 0.3
Structure (SMILES): N/N=C\[C@H](O)CS
Frontier orbital gap (eV): 9.0


Record 2
Formula: C3H8N2OS
Source: the Open Molecules 2025 dataset
Level of theory: ωB97M-V with the def2-TZVPD basis set

Each line ends with the Mulliken charge.
Positions of all 15 atoms, in Å:
S 0.93 0.10 1.87  0.2062
O -0.47 0.61 2.04  -0.5579
N -1.13 1.25 -0.40  0.3934
N -0.06 0.85 -1.00  -0.8400
C -2.34 1.45 -0.81  -0.3989
C 0.79 -0.96 0.63  -0.0904
C 2.05 -1.67 0.33  -1.0061
H 2.09 -2.72 0.74  0.2540
H -3.15 1.47 -0.14  0.2611
H -1.00 1.11 0.58  0.2735
H -0.17 -1.17 0.10  0.4540
H 2.32 -1.75 -0.75  0.2790
H -0.30 0.96 -1.97  0.1720
H -2.47 1.51 -1.84  0.2595
H 2.91 -1.04 0.63  0.3405

LUMO (alpha / beta) (eV): 1.0 / -2.1
Expectation value of S²: 2.01
Frontier orbital gap (alpha / beta) (eV): 7.7 / 5.9
Spin multiplicity: 3


Record 3
Formula: C3H8N2OS2
Source: the Open Molecules 2025 dataset
Level of theory: ωB97M-V with the def2-TZVPD basis set

Each line ends with the Mulliken charge.
Positions of all 16 atoms, in Å:
S -1.75 0.19 -1.59  -0.3206
S -2.20 -1.47 -0.57  -0.1637
O 2.66 1.29 0.63  -0.5530
N 2.37 -0.70 1.79  -0.6435
N -0.13 1.76 0.61  -0.4607
C 1.08 -0.22 -0.36  -0.7790
C 2.01 0.27 0.81  0.6701
C 0.33 0.45 0.69  -0.1171
H 0.91 -1.29 -0.39  0.3228
H 3.28 -1.10 1.56  0.3009
H 1.15 0.29 -1.31  0.3534
H 0.63 2.37 0.34  0.2892
H -0.07 -0.13 1.51  0.4018
H 2.60 -0.16 2.64  0.3053
H -0.92 1.82 -0.04  0.2267
H -3.06 -0.92 0.28  0.1674

LUMO (eV): -3.1
Frontier orbital gap (eV): 4.0


Record 4
Formula: C3H8N2OS2
Source: the Open Molecules 2025 dataset
Level of theory: ωB97M-V with the def2-TZVPD basis set

Each line ends with the Mulliken charge.
Positions of all 16 atoms, in Å:
S -2.62 1.81 2.26  -0.2173
S -1.11 0.64 2.11  -0.0132
O 2.06 0.00 -1.75  -0.6245
N 0.09 -1.05 -2.06  -0.3516
N 1.34 -0.94 0.83  -0.6698
C 0.93 -0.23 -1.36  0.2261
C 0.64 0.15 0.11  0.4803
C -0.86 0.10 0.44  -0.8233
H 1.24 -0.89 1.83  0.2163
H 1.18 1.07 0.31  0.2750
H 0.43 -1.30 -2.97  0.2499
H -0.89 -1.14 -1.89  0.1797
H 2.30 -1.03 0.54  0.2237
H -1.35 0.76 -0.29  0.3371
H -2.22 2.96 1.75  0.1360
H -1.17 -0.90 0.14  0.3756

LUMO (eV): 0.6
Structure (SMILES): NC(=O)[C@H](N)CSS
Frontier orbital gap (eV): 9.7


Record 5
Formula: C3H8N2S
Source: the Open Molecules 2025 dataset
Level of theory: ωB97M-V with the def2-TZVPD basis set

Each line ends with the Mulliken charge.
Positions of all 14 atoms, in Å:
S 1.82 -0.97 -0.06  -0.2686
N -1.06 -1.89 -0.55  -0.7754
N -2.08 0.06 0.34  -0.4414
C 0.38 0.00 0.16  0.0090
C 0.89 1.18 -0.63  -0.8720
C -0.94 -0.63 -0.15  0.3339
H 1.46 2.18 0.30  0.2240
H 0.53 0.41 1.22  0.3321
H -0.09 1.63 -0.94  0.2828
H 1.40 0.86 -1.65  0.3006
H -0.03 -2.32 -0.53  0.2596
H -2.98 -0.46 0.00  0.2984
H -2.01 1.03 0.43  0.2417
H 2.72 -1.07 2.06  0.0753

LUMO (eV): -2.0
Frontier orbital gap (eV): 7.0


Record 6
Formula: C3H8N2S
Source: the Open Molecules 2025 dataset
Level of theory: ωB97M-V with the def2-TZVPD basis set

Each line ends with the Mulliken charge.
Positions of all 14 atoms, in Å:
S 2.51 -0.74 -0.09  -0.1338
N -0.01 -1.45 0.83  -0.6830
N 1.57 0.62 -0.35  -0.1695
C 0.58 0.92 0.50  -1.0876
C -0.58 -0.25 0.48  0.7200
C -1.19 -0.31 -0.92  -1.3356
H -0.04 1.73 0.10  0.4285
H 0.99 1.07 1.47  0.3525
H -1.10 -1.26 -1.26  0.4492
H -1.41 0.15 1.20  0.3183
H -0.66 0.27 -1.64  0.3090
H 1.37 0.98 -1.39  0.3450
H -2.28 -0.11 -0.77  0.2505
H 0.23 -1.63 1.84  0.2366

LUMO (alpha / beta) (eV): -0.8 / -0.4
Frontier orbital gap (alpha / beta) (eV): 7.8 / 7.9


Record 7
Formula: C3H8N2S
Source: the Open Molecules 2025 dataset
Level of theory: ωB97M-V with the def2-TZVPD basis set

Each line ends with the Mulliken charge.
Positions of all 14 atoms, in Å:
S 1.58 0.85 1.71  -0.3407
N -0.86 1.14 0.66  -0.3309
N 0.66 -0.26 -0.43  -0.1765
C 0.38 0.55 0.65  0.2705
C 1.85 -0.97 -0.70  -0.8484
C -1.98 0.28 0.25  -1.6525
H 2.02 -1.52 0.45  0.2374
H -2.13 0.35 -0.59  0.8043
H -2.15 -0.60 0.83  0.3636
H -0.19 -0.42 -1.18  0.3071
H 1.73 -1.73 -1.40  0.3926
H -2.88 0.73 0.49  0.4957
H 2.81 -0.19 -0.78  0.2205
H -0.84 1.80 0.04  0.2573

LUMO (eV): 0.6
Structure (SMILES): CNC(=S)NC
Frontier orbital gap (eV): 8.8


Record 8
Formula: C3H8N2S
Source: the Open Molecules 2025 dataset
Level of theory: ωB97M-V with the def2-TZVPD basis set

Each line ends with the Mulliken charge.
Positions of all 14 atoms, in Å:
S -0.32 0.59 -2.05  -0.1835
N 0.91 -0.16 0.83  -0.4572
N 1.31 0.28 -1.44  -0.3450
C -0.29 0.57 1.04  -0.6510
C 1.52 -0.52 -0.21  0.1024
C -1.52 -0.29 0.97  -0.5538
H -0.44 -0.69 -2.31  0.1670
H -0.37 1.63 0.75  0.3939
H 2.45 -1.16 -0.29  0.3128
H -1.71 -0.22 -0.20  0.1044
H 2.07 0.32 -2.23  0.2645
H -2.34 0.16 1.81  0.2837
H -0.24 0.85 2.10  0.3512
H -1.04 -1.35 1.24  0.2107

LUMO (eV): 0.7
Structure (SMILES): CC/N=C\NS
Frontier orbital gap (eV): 9.4


Record 9
Formula: C3H8N2S
Source: the Open Molecules 2025 dataset
Level of theory: ωB97M-V with the def2-TZVPD basis set

Each line ends with the Mulliken charge.
Positions of all 14 atoms, in Å:
S -0.41 -0.20 3.07  -0.3654
N 0.15 -0.50 0.50  0.2277
N 1.50 -0.08 0.78  -0.6891
C -0.17 -0.53 -0.96  -0.3996
C -0.28 0.88 -1.40  -0.9347
C -0.81 -0.50 1.48  -0.0732
H -1.22 1.23 -0.94  0.2585
H 0.67 -1.13 -1.42  0.2566
H -0.46 0.92 -2.47  0.3414
H -1.09 -1.13 -1.10  0.3035
H 1.55 0.95 0.87  0.2522
H -1.74 -0.88 1.06  0.2796
H 0.58 1.52 -1.12  0.2988
H 1.71 -0.54 1.66  0.2436

LUMO (eV): 0.8
Structure (SMILES): CCN(N)C=S
Frontier orbital gap (eV): 9.3